Entry 1:
84
Properties=species:S:1:pos:R:3:forces:R:3 method="wB97M-V/def2-TZVPD" largest_force_ev_per_a=4.3 gap_ev=7.64 spin_multiplicity=1 homo_energy_ev=-7.23 molar_mass_da=758.50
C -2.87418 2.15762 2.75000 -0.149 -0.761 0.434
C -3.11919 0.64974 2.36478 1.356 0.687 0.236
C -2.16369 0.20445 1.18366 -1.955 -0.328 0.758
C -2.86630 -0.08695 -0.17849 1.836 0.407 0.106
P -1.40806 -0.67401 -1.27398 -1.185 -1.321 -2.200
C -0.15941 0.68515 -1.49301 -0.026 0.090 0.842
C -0.60510 -2.17569 -0.56092 0.849 0.478 1.237
C -4.10104 -1.03002 -0.18041 0.498 0.140 -2.459
I -4.01286 -2.88274 0.89168 -0.255 0.665 0.184
N -5.31819 -0.19345 -0.05619 0.500 -0.479 1.942
C -4.97115 1.15558 -0.21929 2.233 -3.250 -1.657
O -5.55043 2.10455 0.12165 -1.821 2.154 0.825
C -3.55316 1.11358 -0.93862 0.593 1.617 1.101
S -2.91235 2.83488 -0.56981 0.180 0.333 0.182
C -3.53555 1.08570 -2.49300 -0.175 0.256 -0.823
C -4.79149 1.71737 -3.12084 2.743 0.694 0.157
O -5.85276 1.29267 -3.03264 -3.033 -1.249 0.319
Br -4.55751 3.36342 -4.20881 0.360 -0.126 0.103
H -2.50131 2.17896 3.78857 -0.381 0.178 -0.269
H -2.07242 2.60232 2.14911 -0.400 -0.033 0.054
H -3.79844 2.74196 2.65623 0.430 0.058 0.035
H -4.18288 0.43884 2.19810 0.343 0.137 -0.195
H -2.83008 0.07037 3.25466 -0.127 -0.014 -0.438
H -1.35616 0.93465 1.04892 -0.278 -0.158 0.030
H -1.67807 -0.73190 1.50503 -0.196 0.263 -0.223
H -0.11968 1.43477 -0.68796 0.093 -0.271 -0.190
H 0.84480 0.23937 -1.56684 -0.394 0.015 -0.070
H -0.40928 1.20488 -2.42783 0.145 -0.183 0.275
H -0.13610 -1.98968 0.42733 -0.167 -0.138 -0.337
H 0.20342 -2.49867 -1.23447 -0.400 0.315 -0.036
H -1.28707 -3.02436 -0.43587 -0.081 0.449 -0.253
H -4.16486 -1.37905 -1.22752 0.286 -0.343 0.502
H -5.74241 -0.40239 0.84707 -0.596 0.392 -0.385
H -1.69550 2.67759 0.00070 -0.406 -0.449 -0.337
H -3.44462 0.07887 -2.93238 -0.265 0.175 0.335
H -2.68711 1.67159 -2.86455 -0.094 -0.376 0.300
C 2.80239 -0.20877 2.96382 -0.214 0.542 -0.223
N 1.38311 -0.14179 3.24860 -0.067 -0.320 0.251
C 0.60426 -1.06476 3.85979 -0.199 0.333 -0.163
C 1.25192 -2.34478 4.32567 -0.063 -0.064 0.030
O -0.59041 -0.84324 4.01216 -0.135 -0.185 0.114
H 3.29457 0.63174 3.45943 0.176 -0.094 -0.026
H 2.93954 -0.11844 1.88715 0.274 -0.126 0.051
H 3.24345 -1.13893 3.30665 -0.099 -0.024 -0.024
H 0.87814 0.68675 2.96656 0.126 0.032 -0.063
H 0.49770 -2.97561 4.78922 -0.055 0.112 -0.036
H 1.68125 -2.88048 3.47747 0.136 0.027 0.071
H 2.02707 -2.13009 5.06289 0.096 -0.077 -0.101
C 1.09768 -0.63233 -6.82355 0.384 0.095 0.364
N 1.05333 -1.17906 -5.48037 -0.293 -0.151 -0.060
C 0.08412 -1.95141 -4.91776 0.069 -0.027 0.262
C -1.11169 -2.30578 -5.76452 -0.041 -0.033 0.022
O 0.19415 -2.33490 -3.76387 0.127 -0.077 -0.050
H 1.99154 -1.00408 -7.32808 -0.091 0.066 -0.190
H 1.15622 0.45580 -6.76141 -0.059 0.005 -0.213
H 0.22121 -0.91018 -7.39954 -0.005 -0.028 0.075
H 1.82096 -0.98139 -4.85722 -0.019 0.027 -0.037
H -1.79047 -2.91969 -5.17869 0.101 0.044 0.081
H -1.63868 -1.40111 -6.07205 0.017 -0.055 -0.135
H -0.79925 -2.87283 -6.64296 -0.077 0.113 -0.082
C 5.24740 -4.36315 -1.68688 0.115 -0.047 0.514
N 4.69030 -3.49550 -0.66667 -0.168 0.175 -0.220
C 3.81542 -2.46730 -0.82448 -0.050 0.116 0.217
C 3.33889 -2.15708 -2.22187 0.023 0.003 0.002
O 3.43634 -1.82612 0.14472 -0.007 -0.013 -0.038
H 4.97704 -5.39589 -1.45964 0.055 -0.049 -0.208
H 6.33522 -4.27339 -1.67279 0.002 -0.097 -0.194
H 4.88074 -4.10771 -2.67559 -0.038 0.045 0.056
H 4.96454 -3.64542 0.29198 0.001 -0.021 -0.040
H 2.64942 -1.31782 -2.18311 0.000 -0.070 0.108
H 4.18434 -1.88539 -2.85724 -0.026 -0.113 -0.075
H 2.81407 -3.01530 -2.64427 0.029 0.066 -0.122
C 3.37198 4.61248 5.26450 0.367 -0.164 -0.334
N 3.05656 4.02142 3.97781 -0.310 0.019 0.075
C 1.83203 3.80994 3.42851 0.048 -0.123 -0.280
C 0.61930 4.22689 4.22194 -0.032 -0.018 -0.029
O 1.73772 3.29541 2.32223 -0.094 -0.105 0.079
H 3.99381 5.49534 5.10557 -0.046 0.057 0.205
H 3.93377 3.88915 5.85825 -0.044 0.123 0.175
H 2.47622 4.89940 5.80535 -0.021 -0.035 -0.070
H 3.81779 3.71766 3.39002 -0.011 0.030 0.027
H -0.27604 3.99324 3.65142 0.094 -0.037 -0.052
H 0.58015 3.68300 5.16714 -0.016 0.133 0.059
H 0.64107 5.30149 4.40960 -0.015 -0.041 0.146

Entry 2:
13
Properties=species:S:1:pos:R:3:forces:R:3 method="wB97M-V/def2-TZVPD" relative_energy_kj_mol=138.1 charge=+1 largest_force_ev_per_a=4.5 gap_ev=7.43 spin_multiplicity=1 homo_energy_ev=-11.97 molar_mass_da=115.16
C -0.00670 1.21010 -0.29664 -0.291 -0.527 -2.661
O -1.01473 0.92422 0.70934 0.379 0.736 1.205
C -1.60116 -0.24666 0.66940 0.657 -0.385 -0.044
C -1.58023 -1.13936 -0.36456 -0.392 -0.242 0.221
H 2.51078 0.79920 0.60397 0.521 -3.865 -0.826
H -0.59627 1.61269 -1.13992 0.227 -0.421 -0.199
H 0.69099 2.04915 -0.20068 -0.598 0.266 1.663
H -2.00763 -0.53316 1.64411 -0.113 0.169 -0.296
H -1.45143 -0.81201 -1.40129 -0.042 -0.058 0.280
H -1.99850 -2.12878 -0.18135 -0.214 0.380 -0.203
Ca 0.92099 -0.99479 -0.59719 -1.582 -0.516 -0.940
O 2.60949 -0.26400 0.38296 1.027 4.084 1.455
H 3.52438 -0.47660 0.17186 0.422 0.380 0.342

Entry 3:
16
Properties=species:S:1:pos:R:3:forces:R:3 method="wB97M-V/def2-TZVPD" relative_energy_kj_mol=219.0 charge=-1 largest_force_ev_per_a=1.9 gap_ev=5.60 spin_multiplicity=1 homo_energy_ev=-2.40 molar_mass_da=108.19
C -0.85295 2.48009 -0.22750 0.932 0.793 1.470
C -0.28116 1.23115 0.46088 0.097 -0.414 0.379
S 0.20162 1.46848 2.25414 -0.251 1.038 0.078
H -1.73769 2.22562 -0.80500 0.091 0.160 0.006
H -0.10661 3.00042 -0.82103 0.063 -0.331 -0.507
H -1.04860 3.24661 0.54502 -0.644 -0.299 -0.236
H -1.08775 0.51324 0.46342 0.388 -0.593 -0.139
H 0.62400 0.86197 -0.00895 -0.500 -0.362 -0.361
H 0.48106 0.24693 2.74901 -0.165 -0.072 -0.720
N 1.18911 -2.33652 -0.01383 0.273 -1.298 -0.797
C 0.12148 -2.26210 -1.04608 0.030 -0.019 -1.123
O 0.03286 -1.08082 -1.65720 0.003 0.218 0.002
H 0.94510 -2.10935 0.92602 -0.061 0.792 0.272
H 1.94153 -1.81665 -0.44998 0.053 0.331 0.769
H 0.42697 -3.10199 -1.77571 -0.418 0.411 0.513
H -0.84896 -2.56708 -0.59321 0.109 -0.354 0.394

Entry 4:
80
Properties=species:S:1:pos:R:3:forces:R:3 method="wB97M-V/def2-TZVPD" s_squared=3.75 charge=-2 largest_force_ev_per_a=2.7 gap_ev="5.98 / 5.99" spin_multiplicity=4 homo_energy_ev="-2.17 / -2.17" molar_mass_da=1103.87
Nd -0.03286 -0.49681 -0.75479 -0.149 -2.439 1.083
C 0.10910 -3.38509 2.86738 0.020 -0.023 -0.042
C -0.54064 -2.16260 3.43331 0.123 -0.054 0.264
N -0.56473 -1.99772 4.74282 -0.060 0.060 -0.266
C -1.16471 -0.89693 5.23619 -0.026 0.147 0.274
C -1.82363 0.04062 4.47245 -0.036 -0.037 -0.115
C -2.46409 1.21575 5.15809 -0.026 -0.017 0.069
O -1.99006 2.47900 4.69106 0.033 0.005 -0.016
C -1.84694 -0.11741 3.06999 0.270 -0.346 0.257
C -2.61768 0.77700 2.21801 -0.150 -0.007 -0.322
N -2.65215 0.64079 0.95059 0.269 0.125 0.244
C -3.26871 1.52601 0.07658 -0.202 -0.158 -0.262
C -3.42324 2.89209 0.30061 0.063 -0.009 0.014
C -3.86221 3.72718 -0.71573 -0.026 0.017 0.024
C -4.17324 3.21021 -1.96354 0.000 -0.005 -0.012
C -4.05633 1.84432 -2.19801 -0.081 -0.005 -0.013
C -3.61368 1.01283 -1.18963 -0.014 0.071 0.344
I -3.34105 -1.04199 -1.47742 -0.228 0.050 -0.169
C -1.09387 -1.20156 2.51831 -0.561 0.733 -0.070
O -0.91535 -1.32178 1.27000 0.396 -0.402 -0.009
H 0.27810 -4.10366 3.66742 0.013 -0.009 -0.004
H 1.06282 -3.14345 2.39147 -0.005 0.011 -0.003
H -0.50324 -3.82083 2.07619 -0.014 0.005 0.008
H -1.12239 -0.77687 6.31551 -0.007 -0.004 -0.008
H -2.28271 1.13030 6.23545 -0.039 -0.016 -0.013
H -3.54725 1.22410 5.00764 0.013 0.011 -0.022
H -1.08539 2.35589 4.38165 0.013 0.013 0.009
H -3.19796 1.55953 2.71942 0.023 0.019 0.016
H -3.14121 3.30246 1.26370 0.034 0.014 -0.010
H -3.93000 4.79371 -0.53966 -0.016 0.002 0.010
H -4.48360 3.86802 -2.76535 -0.006 -0.004 -0.002
H -4.28899 1.43224 -3.17056 0.021 0.004 -0.010
S -0.49826 -3.39470 -0.85118 -0.295 -0.055 -0.062
C -0.38853 -3.98226 -2.48395 0.224 0.058 -0.030
C -1.19700 -5.04716 -2.89239 0.005 0.010 0.008
C -1.10172 -5.61693 -4.15575 -0.047 0.016 0.031
C -1.96370 -6.70464 -4.50679 0.032 -0.077 -0.055
N -2.65420 -7.58424 -4.78342 -0.023 0.010 0.022
C -0.16192 -5.10970 -5.06592 0.063 0.064 0.025
C 0.62947 -4.03131 -4.68653 -0.017 -0.009 0.027
C 0.54029 -3.43993 -3.42295 0.004 0.017 -0.009
S 1.58322 -2.09981 -3.03638 0.034 -0.198 0.186
C 0.01445 -5.69542 -6.35931 -0.065 -0.058 -0.061
N 0.16836 -6.17209 -7.39685 0.014 0.031 -0.005
H -1.91650 -5.44341 -2.18817 0.000 -0.011 0.009
H 1.34891 -3.63321 -5.38972 0.010 -0.005 0.001
O 0.40834 3.96348 0.73965 -0.061 0.144 -0.104
As 1.03603 2.58898 -0.21772 -0.387 0.204 0.743
O 2.23668 1.93952 0.67646 0.100 -0.107 -0.228
O -0.37853 1.65531 -0.33573 0.624 1.056 0.074
C 1.59599 3.57713 -1.76698 -0.156 -0.075 -0.128
C 2.45305 4.64224 -1.50039 -0.016 -0.021 0.010
C 2.86887 5.49381 -2.50887 0.013 0.035 0.039
C 2.42097 5.28118 -3.80633 0.013 0.005 -0.046
C 1.58849 4.21576 -4.08974 0.014 0.006 0.037
C 1.16536 3.34992 -3.07716 0.088 -0.071 -0.122
S 0.76780 0.66773 -3.28934 -0.020 0.499 -0.024
O 1.64089 0.72605 -2.05106 -0.331 0.140 -0.759
O 0.31387 2.35831 -3.43363 -0.015 0.062 0.176
O -0.59558 0.18603 -2.87698 0.352 0.517 -0.965
H -0.49922 3.72967 0.96325 -0.082 -0.005 -0.029
H 2.77939 4.80633 -0.48045 0.007 0.000 -0.002
H 3.52437 6.32513 -2.28265 0.014 -0.007 0.003
H 2.72819 5.94730 -4.60401 0.009 -0.004 -0.004
H 1.23656 4.02686 -5.09545 -0.004 -0.017 -0.004
N 2.22501 0.00937 4.71596 -0.042 0.092 -0.054
C 3.38240 0.01153 4.00818 0.003 -0.072 0.020
O 4.42851 0.44090 4.46844 0.017 -0.002 0.018
C 3.30404 -0.58112 2.63879 0.015 -0.020 -0.047
C 4.44425 -1.12393 2.06156 -0.029 -0.007 -0.008
C 4.35009 -1.70795 0.81177 -0.049 -0.014 0.050
C 3.11994 -1.71880 0.16816 0.081 -0.095 0.033
N 2.03283 -1.16299 0.70112 0.220 0.247 -0.083
C 2.13258 -0.59233 1.89916 -0.003 -0.068 0.088
H 2.25338 0.37872 5.64950 0.001 -0.023 0.008
H 1.40682 -0.50111 4.42427 0.012 -0.037 0.035
H 5.37790 -1.08036 2.60759 0.001 -0.006 0.006
H 5.20786 -2.15963 0.33327 0.010 0.014 -0.008
H 2.98108 -2.18359 -0.80321 0.003 0.042 -0.006
H 1.23680 -0.12000 2.28275 0.015 0.046 -0.055